This record from the OMol25 dataset describes a molecular structure, C21H50AlBNO9. The level of theory is ωB97M-V/def2-TZVPD.

Geometry as XYZ:
```
83
Properties=species:S:1:pos:R:3:mulliken_charge:R:1
C -2.1581 -1.3775 -3.4108 -0.640
C -2.6126 0.0297 -3.8619 -0.565
B -1.6869 1.1396 -3.1742 0.164
O -0.8157 1.7819 -4.0955 -0.542
Al -1.7593 1.7368 -1.0650 -0.222
C -1.6064 0.1383 0.2150 0.243
C -2.7654 -0.1185 1.1973 -0.779
C -4.1578 -0.1739 0.5350 0.330
C -5.1469 1.0097 0.7970 -0.924
N -4.6851 2.1835 1.5342 -0.721
C -0.3579 3.1575 -0.6595 -1.013
C 0.8164 2.7024 0.2221 -0.011
C 0.4274 2.4391 1.6541 0.326
O -0.3346 3.0826 2.2976 -0.567
O 1.1442 1.4316 2.2802 -0.552
H -2.5662 -1.6401 -2.4282 0.063
H -1.0637 -1.4312 -3.3223 0.286
H -2.4636 -2.1518 -4.1286 0.286
H -3.6630 0.1843 -3.5680 0.224
H -2.5588 0.0972 -4.9603 0.263
H -1.2612 2.3765 -4.7131 0.255
H -3.2459 2.4381 -0.9061 -0.407
H -0.6815 0.1684 0.8164 -0.286
H -1.4882 -0.7628 -0.4125 0.220
H -2.7506 0.6625 1.9691 0.323
H -2.6081 -1.0710 1.7291 0.273
H -4.6598 -1.0956 0.8480 0.251
H -4.0121 -0.2637 -0.5516 -0.155
H -5.4959 1.3797 -0.1737 0.254
H -6.0350 0.6232 1.3170 0.410
H -4.2924 1.9256 2.4336 0.303
H -3.9457 2.6313 0.9933 0.268
H -0.8084 4.0459 -0.1978 0.329
H 0.0530 3.4801 -1.6291 0.413
H 1.6011 3.4766 0.3241 0.221
H 1.3202 1.8191 -0.1931 0.322
H 1.0201 0.6189 1.7655 0.353
C -2.9801 -5.8949 -3.8689 -0.720
O -2.6948 -6.1247 -2.5100 -0.325
C -1.6198 -5.3281 -2.0421 -0.188
C -1.7049 -5.1311 -0.5475 -0.567
O -2.6871 -4.1884 -0.1758 -0.227
C -4.0184 -4.6617 -0.1209 -0.461
C -4.3546 -5.3482 1.1812 -0.634
O -3.8183 -6.6603 1.2195 -0.282
C -3.7180 -7.1602 2.5285 -0.756
H -2.1316 -6.1610 -4.5122 0.323
H -3.8311 -6.5208 -4.1335 0.259
H -3.2337 -4.8448 -4.0513 0.267
H -1.6390 -4.3438 -2.5263 0.042
H -0.6636 -5.8134 -2.2873 0.414
H -0.7540 -4.7038 -0.2202 0.374
H -1.8524 -6.0908 -0.0431 0.215
H -4.2494 -5.3158 -0.9665 0.230
H -4.6422 -3.7706 -0.1889 0.389
H -5.4484 -5.3882 1.2889 0.430
H -3.9524 -4.7527 2.0106 0.348
H -3.0800 -6.5231 3.1525 0.322
H -3.2770 -8.1540 2.4664 0.235
H -4.7007 -7.2393 3.0112 0.308
C 9.3208 3.8059 -0.3132 -0.762
O 8.3277 4.1550 0.6176 -0.269
C 7.6667 5.3610 0.2849 -0.575
C 6.3158 5.4446 0.9583 -0.435
O 5.3304 4.6392 0.3448 -0.399
C 5.3008 3.2733 0.7303 -0.514
C 4.5940 3.0261 2.0410 -0.384
O 5.4204 3.3797 3.1393 -0.340
C 4.6701 3.6292 4.3059 -0.747
H 10.1179 4.5592 -0.3602 0.309
H 9.7516 2.8595 0.0091 0.234
H 8.9016 3.6847 -1.3189 0.321
H 7.5274 5.4275 -0.8019 0.343
H 8.2744 6.2208 0.6043 0.393
H 5.9640 6.4731 0.8429 0.365
H 6.4097 5.2249 2.0250 0.244
H 6.3077 2.8479 0.7583 0.238
H 4.7273 2.7692 -0.0500 0.448
H 4.3275 1.9630 2.1068 0.411
H 3.6626 3.6042 2.0652 0.233
H 3.9539 4.4441 4.1524 0.322
H 5.3718 3.9109 5.0898 0.251
H 4.1119 2.7424 4.6270 0.319
```

## Properties
**Frontier orbital gap**: 6.5 eV
**Charge**: -1
**HOMO level**: -4.07 eV
**Strongest force on any atom**: 0.8 eV/Å



This record from the OMol25 dataset describes 4 unconnected molecules or ions with the total composition C21H50BINO9S in a non-equilibrium geometry. The level of theory is ωB97M-V/def2-TZVPD.

Geometry as XYZ:
```
84
Properties=species:S:1:pos:R:3:mulliken_charge:R:1
C -0.6658 -7.1358 5.8237 -1.206
C -0.8432 -5.6516 5.6001 0.655
C -1.8729 -4.9962 6.5000 -1.244
N -0.1934 -5.0724 4.6837 -0.535
B 0.4693 -3.7240 4.9221 0.220
S 0.8492 -2.8660 3.2161 -0.345
I 2.4509 -4.0497 6.0198 -0.342
H -1.6084 -7.6902 5.8102 0.331
H -0.0445 -7.5210 5.0194 0.366
H -0.1416 -7.3015 6.7643 0.287
H -2.7819 -4.8819 5.9087 0.262
H -1.5543 -4.0319 6.8823 0.344
H -2.1378 -5.6267 7.3500 0.355
H -0.1618 -2.9360 5.5814 -0.194
H 0.2530 -3.6893 2.3489 0.031
C -0.1696 -0.3788 -4.4647 -0.539
O 0.6756 0.0044 -3.4090 -0.295
C 0.5770 1.3618 -3.0203 -0.510
C 0.4840 1.5259 -1.5172 -0.062
O -0.7115 1.0601 -0.9127 -0.465
C -0.9732 -0.3412 -0.9225 0.258
C -0.0470 -1.1972 -0.0852 -0.962
O 1.2682 -1.2281 -0.6079 -0.366
C 2.2827 -0.9926 0.3537 -0.654
H 0.3015 -0.1898 -5.4369 0.328
H -0.3527 -1.4495 -4.3703 0.240
H -1.1354 0.1367 -4.4199 0.085
H -0.2897 1.8404 -3.4927 0.283
H 1.4814 1.8827 -3.3629 0.403
H 0.4970 2.6013 -1.3152 0.389
H 1.3636 1.1092 -1.0251 -0.033
H -1.0475 -0.7140 -1.9459 0.051
H -1.9727 -0.4470 -0.4897 0.373
H -0.4334 -2.2241 -0.0913 0.261
H -0.0547 -0.8466 0.9505 0.386
H 1.9630 -0.2639 1.1029 0.348
H 3.1505 -0.5877 -0.1711 0.136
H 2.5630 -1.9233 0.8516 0.397
C -4.6680 1.9241 -1.0171 -0.602
O -5.0754 1.7084 -2.3533 -0.322
C -4.0424 1.2908 -3.2267 0.157
C -4.4591 0.1224 -4.0947 -0.411
O -4.6518 -1.1112 -3.4270 -0.455
C -5.7219 -1.2584 -2.5123 -0.227
C -7.1094 -1.2673 -3.1168 -0.552
O -7.4841 -0.0109 -3.6547 -0.297
C -8.0316 -0.0562 -4.9515 -0.807
H -4.2831 2.9414 -0.8944 0.289
H -5.5434 1.8013 -0.3788 0.270
H -3.9059 1.2070 -0.7001 0.179
H -3.1369 1.0263 -2.6684 -0.272
H -3.7996 2.1371 -3.8841 0.381
H -3.6347 -0.0612 -4.7897 0.439
H -5.3267 0.3740 -4.7094 0.121
H -5.6524 -0.5373 -1.6961 0.083
H -5.5720 -2.2459 -2.0679 0.402
H -7.8195 -1.5164 -2.3175 0.377
H -7.1695 -2.0521 -3.8785 0.331
H -7.5494 -0.8216 -5.5678 0.380
H -7.8637 0.9157 -5.4164 0.236
H -9.1103 -0.2477 -4.9163 0.295
C 7.5985 1.6677 2.7430 -0.795
O 7.2681 2.4912 1.6451 -0.309
C 6.8639 1.7964 0.4798 -0.616
C 5.6111 2.3751 -0.1427 -0.286
O 4.4183 2.2054 0.5983 -0.311
C 4.2591 2.8692 1.8394 -0.315
C 4.1262 4.3748 1.7706 -0.572
O 5.3217 5.0180 1.3591 -0.305
C 5.1602 5.9826 0.3461 -0.793
H 8.6445 1.3463 2.6925 0.290
H 7.4594 2.2556 3.6502 0.240
H 6.9509 0.7884 2.8025 0.382
H 6.6992 0.7356 0.6954 0.345
H 7.6737 1.8716 -0.2585 0.394
H 5.4391 1.8234 -1.0711 0.403
H 5.7588 3.4199 -0.4267 0.083
H 5.0301 2.5727 2.5523 0.092
H 3.3132 2.4906 2.2348 0.409
H 3.8814 4.7336 2.7785 0.390
H 3.2943 4.6363 1.1079 0.342
H 4.3907 5.6880 -0.3745 0.366
H 6.1101 6.0713 -0.1822 0.237
H 4.9016 6.9595 0.7711 0.294
```

## Properties
**Frontier orbital gap**: 6.4 eV
**Charge**: -1
**HOMO level**: -4.19 eV
**Strongest force on any atom**: 2.2 eV/Å



This record from the OMol25 dataset describes 6 unconnected molecules or ions with the total composition C21H50FNO13 in a non-equilibrium geometry. The level of theory is ωB97M-V/def2-TZVPD.

Geometry as XYZ:
```
86
Properties=species:S:1:pos:R:3:mulliken_charge:R:1
N 1.4537 0.2383 -0.9091 0.528
H 0.4408 0.2497 -0.9438 -0.090
H 2.0217 1.1080 -0.6891 0.191
H 1.9394 -0.1244 -1.7875 -0.014
H 1.4878 -0.2217 0.0549 0.314
O 0.9279 1.2469 -3.3440 -0.846
H 0.1421 1.0454 -3.8574 0.063
C -0.0344 -2.0177 -3.7469 0.847
C 0.9597 -1.8630 -4.8499 0.696
O 0.0099 -1.4631 -5.7992 -0.353
C -1.3294 -1.6085 -5.4502 0.530
O -2.3327 -1.3807 -6.0697 -0.563
O -1.3416 -2.0800 -4.2324 -0.368
F 1.7625 -2.9917 -5.0339 -0.312
H 0.1669 -1.1820 -2.8545 -0.594
H 0.3883 -2.9800 -3.2938 -0.161
H 1.5359 -0.8167 -4.7125 0.127
C -2.3985 -2.3357 -1.3943 -0.880
O -1.1035 -2.5469 -0.8891 0.208
C -0.8589 -3.9406 -0.5468 -1.350
C 0.6108 -4.2239 -0.2088 0.044
O 1.3655 -3.8171 -1.1289 -0.068
C 2.7876 -4.1233 -1.1377 -0.750
C 3.4055 -3.5508 -2.3394 -0.464
O 3.0647 -2.1172 -2.4362 -0.046
C 3.9868 -1.3873 -3.2478 -1.109
H -2.6184 -1.2437 -1.8595 0.014
H -3.3480 -2.6817 -0.8255 0.220
H -2.2763 -3.0153 -2.2471 0.576
H -1.0700 -4.5762 -1.3573 0.500
H -1.3496 -4.1415 0.2578 0.707
H 0.7881 -5.4002 -0.0309 0.366
H 0.7726 -3.5348 0.8791 -0.302
H 2.6942 -5.2772 -1.0346 0.395
H 3.3389 -3.9214 -0.2465 0.292
H 2.9911 -4.0870 -3.2278 0.195
H 4.5421 -3.7238 -2.3530 0.433
H 4.2737 -1.9350 -4.1443 0.370
H 4.8703 -1.1066 -2.5815 0.228
H 3.4533 -0.5726 -3.4606 0.446
C 3.0831 3.6638 -1.3644 -0.668
O 2.6357 3.5543 -0.0044 -0.367
C 1.2523 3.6296 0.1738 -0.846
C 0.8630 3.2110 1.5552 -0.367
O 0.7939 1.9612 1.5623 0.324
C 0.1848 1.4136 2.6502 0.219
C 0.3123 -0.1342 2.8822 -0.624
O 1.7227 -0.6338 2.5306 -0.382
C 1.9425 -1.9365 2.8701 -1.596
H 2.4921 3.0373 -2.1317 0.211
H 4.0916 3.4157 -1.5065 0.318
H 2.9732 4.7548 -1.8208 0.243
H 0.5252 3.0929 -0.4018 0.358
H 1.0730 4.8462 0.1177 0.328
H -0.1530 3.7387 1.5800 0.165
H 1.5088 3.5443 2.3925 0.309
H -0.9801 1.6598 2.6612 -0.290
H 0.4424 1.8764 3.8512 0.200
H -0.3364 -0.5337 2.2176 0.304
H 0.1978 -0.6137 4.0156 0.351
H 1.0134 -2.4373 2.7892 0.378
H 1.8617 -2.0598 3.8115 0.771
H 2.7605 -2.3547 2.5971 0.632
C -2.3231 1.5040 -0.7119 -1.049
O -2.0784 0.6430 0.3313 0.585
C -3.2094 0.1065 1.0377 -0.891
C -3.9484 0.9953 2.0546 -1.247
O -3.1873 1.7143 2.7720 -0.131
C -3.9106 2.2757 3.8739 -0.699
C -2.8815 3.1907 4.7495 -0.791
O -2.0209 4.0550 4.0156 -0.306
C -1.2976 4.9005 4.7556 -1.027
H -3.1283 2.3908 -0.4260 0.160
H -2.9226 0.9739 -1.4990 0.345
H -1.5545 1.9946 -1.1627 0.304
H -2.7903 -0.6964 1.6065 0.286
H -3.8001 -0.5155 0.3791 0.540
H -4.5661 0.2398 2.6624 0.394
H -4.6340 1.4816 1.6039 0.679
H -4.3358 1.4639 4.6306 0.324
H -4.7344 2.8851 3.5443 0.338
H -2.2868 2.4712 5.3389 0.304
H -3.2324 3.8046 5.4890 0.757
H -0.3737 5.1626 4.2906 0.236
H -1.3061 4.5928 5.7221 0.508
H -1.8584 5.7707 4.9934 0.390
```

## Properties
**Frontier orbital gap**: 7.5 eV
**HOMO level**: -7.09 eV
**Strongest force on any atom**: 9.0 eV/Å



Number 1: DFT total energy -1829.275962 hartree. Number 2: DFT total energy -2282.680639 hartree. Number 3: DFT total energy -1962.205741 hartree.